Formula: C21H25N3O3S2
Source: the Open Molecules 2025 dataset
Level of theory: the ωB97M-V functional and the def2-TZVPD basis

Last columns: bonded neighbours and bond lengths (Å).
Geometry (Å):
1 C -4.613 -0.981 -1.692  C2 1.497, H30 1.091, H31 1.088, H32 1.087
2 C -3.252 -0.364 -1.767  C1 1.497, C3 1.389, C29 1.389
3 C -3.065 0.978 -1.461  C2 1.389, C4 1.383, H33 1.081
4 C -1.805 1.546 -1.497  C3 1.383, C5 1.389, H34 1.081
5 C -0.695 0.790 -1.850  C4 1.389, C6 1.509, C28 1.389
6 C 0.662 1.442 -1.943  C5 1.509, N7 1.447, H35 1.098, H36 1.093
7 N 1.744 0.644 -1.407  C6 1.447, C8 1.344, H37 1.013
8 C 2.408 0.986 -0.290  N7 1.344, O9 1.218, C10 1.539
9 O 2.164 1.992 0.352  C8 1.218
10 C 3.483 -0.047 0.090  C8 1.539, N11 1.451, C25 1.540, H38 1.095
11 N 2.918 -1.084 0.935  C10 1.451, S12 1.652, H39 1.006
12 S 1.875 -2.203 0.313  N11 1.652, O13 1.441, O14 1.431, C15 1.796
13 O 2.022 -2.162 -1.120  S12 1.441
14 O 2.116 -3.450 0.973  S12 1.431
15 C 0.199 -1.715 0.732  S12 1.796, C16 1.391, C24 1.377
16 C -0.759 -2.710 0.569  C15 1.391, C17 1.378, H40 1.078
17 C -2.089 -2.457 0.824  C16 1.378, C18 1.392, H41 1.078
18 C -2.455 -1.180 1.243  C17 1.392, N19 1.363, C23 1.415
19 N -3.722 -0.757 1.514  C18 1.363, C20 1.277
20 C -3.765 0.469 1.869  N19 1.277, C21 1.478, S22 1.772
21 C -5.002 1.202 2.214  C20 1.478, H42 1.089, H43 1.089, H44 1.086
22 S -2.198 1.292 1.931  C20 1.772, C23 1.731
23 C -1.462 -0.186 1.413  C18 1.415, S22 1.731, C24 1.385
24 C -0.125 -0.448 1.162  C15 1.377, C23 1.385, H45 1.077
25 C 4.746 0.560 0.730  C10 1.540, C26 1.528, C27 1.527, H46 1.096
26 C 5.353 1.580 -0.232  C25 1.528, H47 1.088, H48 1.087, H49 1.087
27 C 4.484 1.202 2.091  C25 1.527, H50 1.088, H51 1.088, H52 1.086
28 C -0.877 -0.552 -2.160  C5 1.389, C29 1.383, H53 1.080
29 C -2.138 -1.118 -2.112  C2 1.389, C28 1.383, H54 1.080
30 H -4.847 -1.222 -0.655  C1 1.091
31 H -5.371 -0.291 -2.057  C1 1.088
32 H -4.657 -1.897 -2.276  C1 1.087
33 H -3.918 1.585 -1.190  C3 1.081
34 H -1.681 2.591 -1.250  C4 1.081
35 H 0.882 1.656 -2.997  C6 1.098
36 H 0.664 2.384 -1.389  C6 1.093
37 H 1.882 -0.288 -1.781  N7 1.013
38 H 3.784 -0.567 -0.825  C10 1.095
39 H 2.734 -0.821 1.888  N11 1.006
40 H -0.423 -3.681 0.244  C16 1.078
41 H -2.846 -3.214 0.703  C17 1.078
42 H -5.118 2.068 1.565  C21 1.089
43 H -4.953 1.560 3.241  C21 1.089
44 H -5.858 0.543 2.101  C21 1.086
45 H 0.614 0.324 1.296  C24 1.077
46 H 5.452 -0.267 0.865  C25 1.096
47 H 5.532 1.134 -1.208  C26 1.088
48 H 6.300 1.945 0.159  C26 1.087
49 H 4.682 2.426 -0.353  C26 1.087
50 H 4.179 0.459 2.825  C27 1.088
51 H 5.395 1.673 2.451  C27 1.088
52 H 3.711 1.960 2.005  C27 1.086
53 H -0.033 -1.168 -2.433  C28 1.080
54 H -2.258 -2.164 -2.354  C29 1.080

Values from the calculation:
- SMILES string = Cc1ccc(CNC(=O)[C@H](NS(=O)(=O)c2ccc3nc(C)sc3c2)C(C)C)cc1
- energy relative to the best compared isomer or geometry (same formula, charge and spin) (kcal per mole) = 5.3
- LUMO level (eV) = 0.3
- electronic energy (eV) = -54467.4888